46
Properties=species:S:1:pos:R:3:forces:R:3 method="wB97M-V/def2-TZVPD" fmax_ha_per_bohr=0.31384 total_energy_ha=-2036.91593 e_lumo_ha=-0.00892 homo_energy_ha=-0.2748 smiles="CSCCOC(=O)COc1ccc(/C=N/NC(=O)c2nn(C)cc2Cl)cc1" spin_multiplicity=1 charge=0 e_above_lowest_ev=18.903
C -2.07100 -3.78792 -0.51313 2.31 -7.20 -3.48
S -3.52406 -3.18554 -0.81608 -5.39 4.80 2.24
C -4.41545 -4.24729 -1.78601 3.25 -4.50 -0.76
C -3.89368 -4.10079 -3.19520 1.14 -15.94 2.25
O -3.95716 -3.01623 -3.77055 0.16 6.51 -2.42
C -2.83986 -2.36011 -3.56006 7.47 2.63 -4.38
O -1.61042 -2.80245 -3.38162 -6.59 1.92 -0.16
C -2.98722 -0.88773 -4.41384 -2.72 -2.63 14.64
O -2.02009 -0.10602 -4.14979 7.08 3.75 -1.53
C -1.25498 0.12313 -3.05518 -3.71 1.30 4.11
C -0.17357 1.03157 -3.07388 -7.44 -5.91 -3.75
C 0.52425 1.33934 -2.11327 -0.28 -0.65 13.61
C 0.01842 1.01576 -0.71649 -2.00 -3.14 -0.28
C 0.67818 1.26586 0.60657 2.04 2.96 -1.08
N 1.74932 2.05263 0.56154 -1.47 -3.43 -0.42
N 2.58278 1.99480 1.69279 -2.12 1.49 -3.00
C 3.58186 2.88303 1.59107 5.28 2.45 -1.68
O 4.27331 3.41206 0.47775 -4.73 -3.40 7.06
C 4.04866 3.05237 3.11462 8.00 4.96 -11.50
N 3.40486 2.87280 4.09959 -8.62 -4.48 1.23
N 4.03487 3.15825 5.09966 2.60 1.31 7.19
C 3.66152 2.83678 6.41499 -3.96 -2.04 4.96
C 5.21391 3.69246 4.89323 3.93 2.53 -6.31
C 5.36972 3.79336 3.40917 -6.55 -4.31 6.38
Cl 6.40051 4.57439 2.49845 2.64 1.59 -2.06
C -1.22826 0.07365 -0.60951 4.56 6.08 4.74
C -1.94243 -0.05281 -1.69718 3.04 -0.77 -5.97
H -1.59427 -3.35994 0.21779 2.61 2.69 3.91
H -1.55189 -3.78872 -1.44163 1.44 0.54 -0.63
H -2.04024 -4.91157 -0.32817 -0.45 1.10 0.38
H -5.38878 -4.09964 -1.66977 -4.29 1.51 0.26
H -4.40881 -5.41186 -1.46438 0.69 2.45 -0.72
H -2.73485 -4.73986 -3.17172 -2.90 2.58 -0.09
H -4.37375 -5.02355 -3.78512 0.22 2.30 0.61
H -3.36875 -0.83433 -5.25248 -2.87 -0.39 -8.75
H -3.86467 -0.35325 -3.71531 0.67 -1.64 -1.50
H 0.14532 1.34043 -3.90944 2.03 2.03 -6.85
H 1.33304 1.88144 -2.09931 4.32 3.00 -0.42
H 0.26872 1.04609 1.63966 0.17 -0.72 -1.40
H 2.04585 1.97804 2.54664 0.45 -0.09 0.78
H 2.58596 2.13742 6.50011 3.16 2.11 -0.92
H 4.45343 2.03201 6.93990 -1.90 2.86 -1.16
H 3.25448 3.87079 7.09415 1.94 -3.12 -1.83
H 5.95622 4.22696 5.45309 -0.43 -0.41 1.28
H -1.63804 0.08472 0.50157 0.66 -0.80 -2.51
H -2.70298 -0.70054 -1.66321 -3.41 -1.88 -0.10